# 1
ORCA calculation (the ωB97M-V functional and the def2-TZVPD basis) on one molecule with the formula C17H24ClN3O2 at a distorted geometry.

Calculated values
- HOMO-LUMO gap (eV) = 8.6047

CARTESIAN COORDINATES (ANGSTROEM)
C: 0.640236 1.014006 5.611596
H: -0.269633 1.419713 6.047843
C: 1.498371 2.141292 5.049553
C: 2.875504 1.670651 4.579104
H: 3.455899 2.538721 4.252940
H: 3.406877 1.210060 5.413823
C: 2.814235 0.654776 3.435677
N: 2.125817 1.174398 2.277657
C: 0.921830 0.717286 1.870132
O: 0.346836 -0.205238 2.409367
C: 0.368270 1.444772 0.653897
C: 1.160925 1.104387 -0.611420
C: 1.130200 -0.393727 -0.902700
C: 1.845822 -0.718998 -2.217787
C: 1.823041 -2.202539 -2.484949
O: 2.769440 -2.947285 -2.377146
N: 0.602718 -2.696548 -2.871712
N: -0.475790 -1.924593 -3.011541
C: -1.592387 -2.431902 -3.354314
C: -2.771665 -1.606463 -3.497624
C: -3.975347 -2.170820 -3.922568
C: -5.108843 -1.394824 -4.062619
C: -5.046299 -0.039939 -3.773442
C: -3.859940 0.541895 -3.345659
C: -2.732156 -0.238865 -3.210647
H: -1.801224 0.192038 -2.879369
H: -3.829949 1.596854 -3.122256
Cl: -6.460513 0.934999 -3.946656
H: -6.037463 -1.833272 -4.392755
H: -4.022201 -3.226571 -4.146401
H: -1.704170 -3.505005 -3.549363
H: 0.542774 -3.705196 -3.039783
H: 1.346311 -0.204719 -3.039783
H: 2.887664 -0.401147 -2.165513
H: 0.093187 -0.726457 -0.964936
H: 1.607584 -0.935322 -0.084271
H: 2.197563 1.432682 -0.502824
H: 0.728523 1.647125 -1.455612
H: 0.393819 2.522389 0.830866
H: -0.670293 1.136210 0.528879
H: 2.525367 1.983724 1.829999
H: 2.269143 -0.237908 3.744812
H: 3.831593 0.365098 3.149752
H: 0.970332 2.610262 4.215943
H: 1.643434 2.904246 5.818508
H: 0.354916 0.317751 4.827740
H: 1.179642 0.472001 6.385562

Atoms 1-3, force components in eV/Å:
C 0.02 0.18 -0.11
H -0.10 -0.04 0.07
C 0.14 -0.14 0.10

The computed Löwdin charges, all in e, follow: number 1, C, carries -0.10; number 2, H, carries 0.07; number 3, C, carries -0.26; number 4, C, carries -0.20; number 5, H, carries 0.10; number 6, H, carries 0.11; number 7, C, carries -0.19; number 8, N, carries 0.06; number 9, C, carries -0.52; number 10, O, carries 0.06; number 11, C, carries -0.11; number 12, C, carries -0.20; number 13, C, carries -0.20; number 14, C, carries -0.11; number 15, C, carries -0.47; number 16, O, carries 0.07; number 17, N, carries 0.05; number 18, N, carries 0.04; number 19, C, carries -0.09; number 20, C, carries -0.21; number 21, C, carries -0.03; number 22, C, carries -0.10; number 23, C, carries -0.68; number 24, C, carries -0.10; number 25, C, carries -0.02; number 26, H, carries 0.11; number 27, H, carries 0.11; number 28, Cl, carries 0.68; number 29, H, carries 0.11; number 30, H, carries 0.11; number 31, H, carries 0.13; number 32, H, carries 0.16; number 33, H, carries 0.11; number 34, H, carries 0.13; number 35, H, carries 0.11; number 36, H, carries 0.13; number 37, H, carries 0.11; number 38, H, carries 0.11; number 39, H, carries 0.12; number 40, H, carries 0.12; number 41, H, carries 0.14; number 42, H, carries 0.12; number 43, H, carries 0.12; number 44, H, carries 0.10; number 45, H, carries 0.10; number 46, H, carries 0.05; number 47, H, carries 0.07



# 2
ORCA calculation (the ωB97M-V functional and the def2-TZVPD basis) on C5H5NO2 as an isolated structure at a distorted geometry.

Calculated values
- HOMO-LUMO gap (eV) = 8.9977

CARTESIAN COORDINATES (ANGSTROEM)
C: 0.552308 0.657909 1.681231
C: 0.614468 -0.262397 -0.685095
C: 1.917721 -0.483665 -0.819698
C: -0.350354 -0.504996 -1.713673
C: -1.131887 -1.123737 -2.512937
H: -1.784868 0.046956 1.424539
H: 1.641005 0.631748 1.590273
H: 2.660229 -0.076205 -0.120627
H: 2.419629 -0.729857 -1.716231
H: -1.916561 -1.583056 -3.082215
N: 0.066081 0.404451 0.417914
O: -1.381633 0.320335 0.299162
O: -0.255308 0.827237 2.610826

Atoms 1-3, force components in eV/Å:
C -2.37 -0.42 -0.47
C 0.72 0.75 -0.42
C 1.10 1.14 0.79

The computed Löwdin charges, all in e, follow: number 1, C, carries -0.23; number 2, C, carries -0.34; number 3, C, carries 0.07; number 4, C, carries -0.06; number 5, C, carries 0.16; number 6, H, carries 0.27; number 7, H, carries 0.13; number 8, H, carries 0.07; number 9, H, carries 0.06; number 10, H, carries 0.03; number 11, N, carries -0.08; number 12, O, carries -0.09; number 13, O, carries 0.01



# 3
ORCA calculation (the ωB97M-V functional and the def2-TZVPD basis) on a 2-piece molecular cluster, CH5NO2 overall at a distorted geometry.

Calculated values
- HOMO-LUMO gap (eV) = 9.8063

CARTESIAN COORDINATES (ANGSTROEM)
C: -1.469524 1.031555 0.123666
N: -0.299412 0.580339 0.450130
O: 2.092346 -1.794845 -0.542575
O: 0.003919 -0.606859 0.766444
H: -1.600859 1.884838 -0.592147
H: -2.415684 0.618086 0.373403
H: 1.158583 -2.066747 -0.464883
H: 0.467397 1.255161 0.107339
H: 2.063235 -0.901528 -0.221378

Atoms 1-3, force components in eV/Å:
C -0.45 1.65 -0.93
N 0.07 0.73 -2.73
O -0.40 -0.85 -0.51

The computed Löwdin charges, all in e, follow: number 1, C, carries 0.04; number 2, N, carries -0.22; number 3, O, carries -0.08; number 4, O, carries -0.11; number 5, H, carries 0.09; number 6, H, carries 0.07; number 7, H, carries 0.03; number 8, H, carries 0.19; number 9, H, carries -0.01



# 4
ORCA calculation (the ωB97M-V functional and the def2-TZVPD basis) on one molecule with the formula C10H18Si at a distorted geometry.

Calculated values
- HOMO-LUMO gap (alpha / beta) (eV) = 7.4695 / 7.2840

CARTESIAN COORDINATES (ANGSTROEM)
C: 1.570999 2.464771 -1.537265
C: -1.339791 2.858138 2.122117
C: 0.285052 2.302495 -1.344338
C: -1.685274 2.059766 1.100006
C: 0.762312 -2.264305 0.997524
C: 0.829311 -0.941353 1.736893
C: -0.281587 -2.402016 -0.078131
C: 0.994511 0.275697 0.815621
C: -0.089178 -1.578214 -1.344979
C: -1.297079 -1.590779 -2.240778
Si: -0.463036 1.046560 -0.084691
H: 2.105700 2.909924 -2.364898
H: 2.475431 1.985899 -1.001289
H: -2.003496 3.453602 2.659124
H: -0.293670 2.973520 2.392099
H: -0.506536 2.927236 -1.967090
H: -2.744927 2.032054 0.876291
H: 1.831381 -2.541501 0.676299
H: 0.523435 -2.978774 1.739549
H: -0.083623 -0.846584 2.305722
H: 1.634999 -1.013133 2.564308
H: -0.359316 -3.449705 -0.393492
H: -1.259517 -2.348429 0.354587
H: 1.701188 0.989004 1.406707
H: 1.546517 -0.102496 0.000041
H: 0.879185 -1.432564 -1.894204
H: -1.040682 -1.160984 -3.194765
H: -2.093490 -0.964609 -1.834328
H: -1.598818 -2.663222 -2.466639

Atoms 1-3, force components in eV/Å:
C 3.58 -1.10 -0.05
C 1.70 -1.41 -1.61
C -2.99 0.52 -0.11

The computed Löwdin charges, all in e, follow: number 1, C, carries -0.13; number 2, C, carries -0.07; number 3, C, carries -0.30; number 4, C, carries -0.26; number 5, C, carries -0.25; number 6, C, carries -0.28; number 7, C, carries -0.25; number 8, C, carries -0.34; number 9, C, carries -0.17; number 10, C, carries -0.17; number 11, Si, carries 0.82; number 12, H, carries 0.04; number 13, H, carries 0.07; number 14, H, carries 0.02; number 15, H, carries 0.05; number 16, H, carries 0.09; number 17, H, carries 0.02; number 18, H, carries 0.14; number 19, H, carries 0.09; number 20, H, carries 0.09; number 21, H, carries 0.13; number 22, H, carries 0.11; number 23, H, carries 0.11; number 24, H, carries 0.11; number 25, H, carries 0.02; number 26, H, carries 0.12; number 27, H, carries 0.06; number 28, H, carries 0.05; number 29, H, carries 0.09